Entry 1:
{"formula": "C23H40NO3P2Ti", "method": "the ωB97M-V functional and the def2-TZVPD basis", "fmax_ha_per_bohr": 0.068, "e_lumo_ev": [-7.398, -8.626], "orbital_gap_ha": [0.229, 0.184], "spin_multiplicity": 2, "charge": 2, "energy_ha": -2712.5321, "species": ["Ti", "P", "C", "C", "N", "C", "C", "C", "C", "C", "P", "H", "H", "H", "H", "H", "H", "H", "H", "O", "H", "H", "O", "H", "C", "H", "H", "H", "C", "H", "H", "H", "C", "H", "H", "H", "C", "H", "H", "H", "C", "C", "C", "C", "C", "C", "C", "C", "C", "C", "C", "C", "O", "H", "H", "H", "H", "H", "H", "H", "H", "H", "H", "H", "H", "H", "H", "H", "H", "H"], "xyz": [[0.00720, -0.48897, -0.50832], [-2.38741, -0.23626, -1.09281], [-2.17373, 0.21080, -2.77911], [-0.91686, 0.68085, -3.20701], [0.20930, 0.48126, -2.40184], [1.43561, 0.79495, -2.86482], [1.61148, 1.49740, -4.05201], [0.48696, 1.79504, -4.83632], [-0.75908, 1.36652, -4.43430], [2.64790, 0.42641, -2.03895], [2.34325, -1.06151, -0.99290], [-1.66643, 1.54978, -5.01883], [2.61770, 1.78754, -4.33036], [0.60916, 2.36464, -5.75222], [3.50874, 0.21684, -2.69003], [2.94726, 1.25414, -1.37142], [-2.21808, -1.88563, -4.50608], [-3.02236, 0.37249, -3.44985], [-0.74884, -4.06658, -3.23903], [-1.99456, -2.82618, -4.65116], [-2.55424, -3.05356, -5.41578], [-0.34747, -2.04796, -0.81278], [-0.43947, -4.42223, -2.37801], [0.42848, -4.01672, -2.25199], [2.82715, -2.43443, -2.09219], [3.86940, -2.33328, -2.42652], [2.70647, -3.36415, -1.51544], [2.15448, -2.44559, -2.96272], [3.63908, -0.99418, 0.28649], [3.57020, -1.91634, 0.88056], [4.64565, -0.90744, -0.14635], [3.43636, -0.12634, 0.93065], [-3.10197, 1.20080, -0.22315], [-4.09139, 1.43044, -0.64018], [-3.18779, 0.97527, 0.84977], [-2.43411, 2.06515, -0.35658], [-3.52272, -1.63726, -0.91185], [-3.68687, -1.79965, 0.16624], [-4.47685, -1.42620, -1.41238], [-3.03474, -2.52194, -1.35153], [-1.55996, 3.99392, 2.13314], [-0.16476, 3.36791, 2.04880], [0.86825, 4.37617, 2.54992], [-0.06733, 2.07173, 2.85390], [-0.21787, 2.09857, 4.23749], [-0.14214, 0.94259, 5.00922], [0.07923, -0.27987, 4.38847], [0.25926, -0.36349, 2.99782], [0.49534, -1.69953, 2.29979], [1.61889, -2.46817, 2.99688], [-0.75714, -2.56680, 2.31682], [0.13596, 0.82231, 2.22775], [0.14631, 0.75348, 0.89116], [-1.81094, 4.21357, 3.17922], [-2.33269, 3.33362, 1.72081], [-1.58320, 4.93665, 1.57240], [0.04401, 3.12949, 1.00088], [0.65972, 4.64283, 3.59233], [1.87450, 3.95032, 2.49235], [0.83778, 5.28844, 1.94706], [-0.40394, 3.05483, 4.72458], [-0.26568, 1.01110, 6.09353], [0.09943, -1.18057, 5.00957], [0.76726, -1.52103, 1.22712], [1.30068, -2.74050, 4.01002], [1.87278, -3.38979, 2.46036], [2.52782, -1.86277, 3.07030], [-1.58707, -2.07864, 1.78924], [-0.56368, -3.52085, 1.80881], [-1.06767, -2.77349, 3.35137]], "forces_ev_per_a": [[0.0953, 2.7656, 2.1083], [-0.3019, -0.6104, 1.0625], [-0.1421, 0.7750, -0.7850], [0.6757, 0.2562, -0.0491], [-0.1442, -0.6480, -0.1971], [-0.0246, 0.3296, 0.3019], [-0.6144, -0.0615, -0.3361], [0.6707, 0.1763, 0.1191], [-0.6292, -0.2654, 0.1716], [0.0833, 0.1460, 0.2020], [1.5218, -0.3096, -0.6966], [0.4993, -0.0180, 0.0813], [-0.1659, 0.0054, -0.1614], [-0.0604, -0.1144, 0.0681], [-0.2337, 0.1733, 0.0914], [-0.2147, -0.1584, -0.2461], [0.2427, -0.7196, -0.0427], [0.2090, -0.1287, 0.1565], [0.0855, -0.3213, 0.5616], [-0.5164, 0.8556, -0.2539], [0.3571, -0.1853, 0.3493], [-0.1191, -0.6577, 0.1696], [-0.0266, 0.6487, -0.5659], [-0.2032, -0.2419, -0.0600], [-0.3759, -0.0885, 0.1660], [-0.3021, 0.0014, 0.1590], [0.0978, 0.1593, -0.3346], [0.2334, -0.1113, 0.2087], [-0.3036, 0.0729, 0.1753], [0.1008, 0.3015, -0.0898], [-0.3436, -0.0525, 0.0082], [0.1270, -0.2899, -0.0520], [-0.0676, 0.1907, -0.2679], [0.1934, -0.0020, 0.1789], [0.0503, -0.0016, -0.3177], [-0.2342, -0.2513, 0.0907], [0.0937, -0.0312, -0.1869], [0.0171, 0.0237, -0.4220], [0.1837, -0.1206, 0.1849], [-0.2747, 0.2358, 0.1738], [-0.1059, -0.0292, 0.0024], [-0.0779, -0.1944, 0.1519], [0.1705, -0.0714, -0.0541], [-0.2151, -0.0259, -0.3670], [0.1393, -0.0114, 0.0493], [-0.1212, 0.2031, -0.1052], [0.2414, -0.2627, -0.2413], [-0.3347, 0.4654, -0.3658], [-0.3378, 0.0688, 1.0071], [0.4936, 0.0279, -0.3718], [-0.2870, -0.2461, -0.3672], [-0.2593, 0.0463, 2.3069], [0.0792, -1.8344, -2.8158], [-0.0429, -0.0289, -0.2682], [0.0827, 0.1017, 0.1597], [-0.0147, -0.1770, 0.1362], [0.0453, 0.0474, 0.0675], [0.1262, 0.0314, -0.2095], [-0.0529, 0.1480, 0.0848], [0.0125, -0.0914, 0.1099], [0.0727, -0.2208, -0.0729], [0.0147, -0.1337, -0.4264], [0.1040, 0.2736, -0.3168], [0.2799, -0.1125, 0.2304], [0.1098, 0.0469, -0.2627], [-0.1477, 0.0712, 0.1094], [-0.1235, -0.0677, 0.1274], [-0.0546, -0.0371, 0.1628], [-0.0936, 0.1567, 0.1646], [0.0576, 0.1285, -0.3496]]}


Entry 2:
{"formula": "C23H41BBaFI2N2O4PS", "method": "the ωB97M-V functional and the def2-TZVPD basis", "fmax_ha_per_bohr": 0.242, "e_lumo_ev": -9.805, "orbital_gap_ha": 0.106, "charge": 2, "energy_ha": -2795.2735, "species": ["C", "C", "C", "C", "B", "N", "O", "C", "I", "N", "C", "C", "C", "C", "C", "C", "C", "C", "C", "C", "C", "O", "C", "C", "F", "C", "C", "C", "I", "C", "P", "S", "C", "O", "O", "H", "H", "H", "H", "H", "H", "H", "H", "H", "H", "H", "H", "H", "H", "H", "H", "H", "H", "H", "H", "H", "H", "H", "H", "H", "H", "H", "H", "H", "H", "H", "H", "H", "H", "H", "H", "H", "H", "H", "H", "H", "Ba"], "xyz": [[1.77508, -5.65306, -0.53309], [0.86088, -5.50888, 0.67029], [-0.43757, -4.50832, 0.63200], [-0.27834, -3.12733, 1.50124], [0.45416, -3.60671, 2.92097], [1.75838, -2.96653, 3.45606], [-0.07492, -4.72397, 3.78097], [-1.74695, -2.42675, 1.88781], [-3.11268, -3.00028, 3.55746], [-2.09722, -1.37343, 1.03337], [-3.35751, -0.49878, 1.14454], [-3.35377, 0.49969, 2.44497], [-3.29895, 2.10027, 2.09432], [-1.77806, 2.62157, 2.49460], [-1.63605, 4.24406, 2.29829], [-1.06280, 4.69650, 0.82874], [0.43184, 4.13041, 0.46282], [0.70127, 4.40726, -1.16289], [1.35650, 3.08099, -1.90859], [2.85494, 3.40736, -2.56266], [3.17014, 2.17327, -3.64657], [4.27843, 1.30980, -3.20891], [4.08831, -0.08187, -3.65860], [-1.04356, -1.20581, -0.04256], [-1.63271, -2.04701, -1.15081], [-0.86136, 0.23434, -0.80446], [-1.91502, 0.50787, -2.03357], [-1.36148, 0.04231, -3.51895], [-3.13888, 0.01180, -4.86550], [0.32122, -1.81063, 0.71177], [1.83915, -2.03198, -0.45497], [3.42578, -2.51371, 0.57491], [0.78300, -0.48846, 1.59413], [1.72481, 0.36783, 1.10928], [0.27733, -0.16011, 2.95110], [2.50516, -4.81923, -0.90858], [1.76055, -6.70268, -1.06201], [1.15571, -6.21269, 1.58840], [-0.70932, -4.34603, -0.50437], [-1.36155, -5.10853, 1.09140], [1.46173, -2.61915, 4.41753], [2.45148, -3.73346, 3.68666], [-0.27010, -5.53201, 3.22178], [-3.55932, 0.14960, 0.19162], [-4.25961, -1.27495, 1.23346], [-2.39995, 0.25277, 3.11462], [-4.29037, 0.29051, 3.15111], [-4.04578, 2.63421, 2.85627], [-3.62951, 2.38441, 1.00786], [-1.57147, 2.37686, 3.64428], [-0.93689, 2.06830, 1.89603], [-2.73553, 4.68974, 2.42356], [-0.97878, 4.71512, 3.16288], [-1.88769, 4.44110, 0.03706], [-0.97451, 5.88554, 0.85351], [1.28195, 4.63976, 1.12796], [0.56981, 2.97345, 0.60459], [-0.36541, 4.56687, -1.63192], [1.39485, 5.35931, -1.25413], [1.51505, 2.16382, -1.19667], [0.61225, 2.70956, -2.75882], [3.69134, 3.44538, -1.73202], [2.85147, 4.40480, -3.17622], [3.48134, 2.65181, -4.66810], [2.20930, 1.49520, -3.74534], [4.90251, -0.76830, -3.13143], [4.10053, -0.19982, -4.84490], [3.04503, -0.48476, -3.29261], [0.22367, 0.21252, -1.30155], [-0.85813, 1.16656, -0.08822], [-2.04203, 1.69316, -2.09853], [-2.96827, 0.00535, -1.90215], [-0.60183, 0.84591, -3.95920], [-0.93279, -1.04648, -3.50461], [2.18439, -0.80438, -1.18177], [1.45775, -2.98960, -1.46286], [0.60963, -7.68128, 1.49794]], "forces_ev_per_a": [[-1.0319, -0.6829, 2.2594], [0.9950, 1.9995, -2.3225], [0.0556, 0.1461, 0.3379], [-1.1798, 1.1970, 0.5449], [1.8767, 0.3931, 1.9787], [-2.2475, -1.6725, 0.5148], [0.9346, 0.0808, -3.1899], [-0.7783, 2.4967, -2.2625], [1.5733, 0.6382, -1.9744], [1.5011, -2.7065, 2.2254], [-1.9521, 0.0409, 0.5785], [0.2667, -0.0641, 0.9957], [0.5707, 0.0724, 1.4529], [0.0047, 0.6583, 0.2814], [-0.4563, 0.1385, 0.0984], [0.1715, 0.7417, 1.0447], [0.1270, -0.0696, -0.7832], [-0.1670, -0.7264, 0.8781], [0.6723, 0.5790, -0.3872], [-0.5118, -1.1617, -0.6460], [0.0069, 0.6386, 0.1335], [-1.4943, -1.3061, -0.7603], [-0.0227, -0.3826, 0.1300], [-0.0903, 0.3884, -1.4289], [1.6408, 0.5787, 2.1348], [0.5495, 0.3379, -0.4603], [-0.0631, 0.6233, -0.6673], [0.4693, 0.3696, 0.9040], [1.1516, 0.0069, 0.6989], [-1.5565, 0.9200, -0.9962], [0.0419, 1.3996, 0.3663], [-0.0748, -1.0881, -0.2107], [2.6916, 5.9726, 5.6377], [-4.9252, -5.5804, 0.8082], [1.2204, -3.4611, -7.4571], [-1.9154, -0.9040, 0.1538], [1.2191, 1.6554, 1.3070], [1.8450, 11.1694, -2.4746], [0.6879, -0.2282, 2.3062], [1.7889, 1.1132, -0.7982], [0.6228, -0.0295, -1.3065], [-0.9932, 0.9993, -0.2839], [-0.5206, 1.6820, 1.0924], [0.9773, -1.5933, 1.6161], [2.0199, 1.6697, -0.2457], [-1.8980, 0.4824, -1.5282], [1.8892, 0.2171, -1.8466], [1.5796, -1.0925, -1.8321], [0.7184, -0.6752, 1.9558], [-0.6135, 0.3564, -2.5539], [-1.6568, 0.9002, 1.1157], [2.3942, -0.7731, -0.2499], [-1.2700, -1.0793, -1.8641], [1.7699, 0.2568, 1.2229], [-0.2922, -2.5385, -0.1735], [-2.0504, -1.0099, -1.4284], [-0.5250, 2.1453, 0.0122], [2.2710, 0.0726, 0.7616], [-1.5732, -2.0124, -0.1755], [-0.3709, 1.8067, -1.0092], [1.6340, 0.9007, 1.5807], [-1.7732, -0.1138, -1.7156], [-0.0887, -1.8554, 1.3423], [-0.8177, -1.0269, 1.7060], [1.7280, 1.4264, -0.0080], [-1.5504, 1.7178, -1.3308], [0.1674, 0.3170, 2.5333], [1.6261, 0.7696, -0.6616], [-2.3135, 0.0117, 1.2859], [0.0092, -2.1208, -1.0754], [0.0854, -2.6568, 0.2377], [2.1578, 1.0665, -0.0262], [-1.6429, -1.9847, 0.9734], [-0.7727, 2.2204, -0.1022], [-1.0363, -1.0817, 0.5012], [-0.1277, 0.3086, 0.4148], [-3.3583, -12.0047, 0.1134]]}


Entry 3:
{"formula": "C23H41BrN4O5", "method": "the ωB97M-V functional and the def2-TZVPD basis", "fmax_ha_per_bohr": 0.051, "e_lumo_ev": -0.994, "orbital_gap_ha": 0.152, "charge": 0, "energy_ha": -4069.9010, "species": ["C", "C", "C", "C", "C", "N", "C", "C", "C", "O", "C", "N", "N", "C", "O", "C", "C", "C", "C", "C", "Br", "N", "C", "O", "C", "C", "O", "C", "C", "H", "H", "H", "H", "H", "H", "H", "H", "H", "H", "H", "H", "H", "H", "H", "H", "H", "H", "H", "H", "H", "H", "H", "H", "H", "H", "H", "H", "H", "H", "H", "H", "H", "H", "C", "C", "C", "O", "H", "H", "H", "H", "H", "H", "H"], "xyz": [[0.20852, 3.35393, 3.99719], [0.23999, 3.95584, 2.96354], [0.20505, 4.46395, 1.57061], [-1.09604, 4.06251, 0.85195], [-1.35628, 2.56993, 1.05632], [-2.46063, 2.02819, 0.24648], [-3.75017, 2.72943, 0.26694], [-4.95928, 1.84346, 0.64088], [-4.66314, 0.75699, 1.70561], [-5.73070, 0.68458, 2.62907], [-2.28013, 0.96703, -0.44824], [-3.18350, 0.28115, -1.24467], [-3.96986, 1.01725, -2.18372], [-3.33504, 1.50025, -3.12279], [-2.75640, 2.07412, -3.94078], [-2.68289, -1.05219, -1.60121], [-1.53645, -1.14110, -0.56034], [-0.49575, -2.24442, -0.64663], [0.01923, -2.74686, 0.69023], [-1.05172, -3.44493, 1.56666], [0.89770, -1.36099, 1.78280], [-1.08796, 0.25025, -0.47816], [-0.15412, 0.73024, -1.50061], [0.90470, 1.44197, -0.92320], [2.14085, 0.70988, -0.93600], [3.08455, 1.48347, -0.01610], [4.19580, 0.69152, 0.30054], [5.21486, 1.50837, 0.89487], [5.71202, 0.82410, 2.19166], [0.25218, 2.73635, 4.85808], [0.27949, 5.54937, 1.64737], [1.08597, 4.04146, 1.08315], [-0.98499, 4.36177, -0.19471], [-1.90054, 4.66841, 1.27801], [-0.42237, 2.02397, 0.92771], [-1.64329, 2.43550, 2.10516], [-3.74785, 3.58362, 0.93720], [-3.94365, 3.14063, -0.72902], [-5.42392, 1.36958, -0.22355], [-5.71952, 2.51121, 1.05400], [-4.51204, -0.18497, 1.16205], [-3.70211, 0.94801, 2.20407], [-5.34722, 0.72448, 3.50734], [-2.48840, -1.27279, -2.65223], [-3.41865, -1.76789, -1.21917], [-2.01045, -1.30559, 0.42092], [-0.95075, -3.10622, -1.14339], [0.38946, -1.97118, -1.22973], [0.79034, -3.48671, 0.44867], [-1.33888, -2.78475, 2.39080], [-1.92874, -3.70182, 0.96740], [-0.61752, -4.31991, 2.04995], [-0.64091, 1.43274, -2.19778], [0.20218, -0.09644, -2.12095], [1.94635, -0.29703, -0.55250], [2.56626, 0.59265, -1.94016], [3.34033, 2.41456, -0.54314], [2.47654, 1.75276, 0.86501], [6.05494, 1.60631, 0.19952], [4.83471, 2.50271, 1.14061], [5.05547, 0.00927, 2.49090], [6.72899, 0.45030, 2.06267], [5.74086, 1.58259, 2.97962], [2.18047, -5.25459, -3.45949], [2.76876, -4.29399, -2.40691], [3.93129, -5.01008, -1.69328], [1.80625, -3.99006, -1.49506], [1.79554, -6.16700, -2.99751], [1.36408, -4.77828, -4.00974], [2.94262, -5.55232, -4.19596], [3.23366, -3.45828, -2.98333], [3.59149, -5.91628, -1.18580], [4.39522, -4.35532, -0.95171], [4.71517, -5.30460, -2.40796]], "forces_ev_per_a": [[0.1520, -0.1323, 0.0719], [-0.2314, -0.1923, -0.7093], [-0.0456, -0.1158, 1.1660], [0.1974, 0.3254, 0.0355], [0.1919, 0.5955, 0.8362], [0.0149, 0.9158, -0.0531], [-1.2562, -0.1623, -0.6296], [0.0297, -0.2320, 0.4915], [0.3814, 0.3926, -0.6955], [0.2375, -0.1071, -0.0108], [0.8202, -1.8883, -1.6394], [-0.5160, 0.8911, -0.2300], [-0.2592, -0.4049, 0.1587], [0.6337, 0.7340, 0.1555], [-0.4397, -0.3367, -0.1936], [-0.4596, -1.0430, 1.6688], [-0.2848, -0.2004, 0.4035], [0.4659, 0.6012, -0.2872], [-0.3999, -1.2011, 0.2551], [0.4484, 0.7893, 0.2159], [-0.0305, -0.0343, -0.1502], [0.7984, 0.2194, 0.7064], [0.2893, 0.8201, -0.2583], [0.1304, -0.1365, -0.5812], [0.2447, -0.4237, 0.5543], [-1.0631, -0.3731, -0.6661], [0.0509, 1.0497, -0.0559], [0.3572, -1.0540, 0.6902], [0.2307, 0.7267, -0.2823], [-0.0365, 0.1082, 0.2600], [0.1386, 0.0035, -0.4662], [-0.0669, 0.2103, -0.2605], [-0.0990, -0.3123, -0.0264], [-0.0247, -0.1030, -0.0877], [-0.3513, -0.2565, -0.3941], [-0.0568, -0.0488, -0.1261], [0.6513, -0.2211, 0.2084], [0.1624, 0.0319, 0.0948], [0.2194, 0.1214, -0.0843], [0.1054, -0.0361, 0.0243], [-0.2689, -0.1168, 0.3268], [-0.2203, 0.1395, 0.1103], [-0.1836, -0.0984, 0.1441], [0.2770, 0.5875, 0.0027], [-0.1245, -0.0303, -0.6163], [-0.2784, 0.0491, -0.2590], [0.2363, -0.0008, -0.0646], [-0.1649, -0.2820, -0.2322], [0.2380, 0.4534, -0.2020], [-0.3269, -0.0673, -0.1906], [0.0741, -0.2087, 0.1299], [-0.1478, -0.1247, -0.2414], [-0.1494, -0.0738, 0.2078], [-0.0424, -0.1469, 0.3109], [0.2694, 0.1057, 0.1058], [-0.2242, 0.2814, -0.0194], [0.2519, -0.0471, 0.1671], [0.3350, -0.0359, 0.1346], [-0.2169, 0.1188, -0.1075], [-0.1084, -0.0594, -0.1744], [-0.0264, 0.0620, -0.0840], [-0.1360, -0.1482, 0.0684], [0.0265, -0.2647, 0.1161], [0.4889, -0.0183, -0.6016], [-0.5293, -1.3201, 0.7572], [0.6158, -0.0019, -0.4840], [-0.4035, 1.1653, 0.0965], [-0.0103, 0.1085, 0.1861], [-0.0285, 0.0618, 0.1138], [-0.0651, -0.0223, -0.0331], [-0.1899, 0.2925, 0.1465], [-0.1997, 0.0803, -0.0076], [-0.1308, 0.0521, 0.0193], [0.0326, -0.0107, 0.0649]]}